(1)
DFT (ωB97M-V/def2-TZVPD) results for 2 unconnected molecules or ions with the total composition C5H7IO2 in a non-equilibrium geometry.

Summary:
- Kohn-Sham gap (alpha / beta) (eV) = 5.93 / 5.93
- E_HOMO (alpha / beta) (eV) = -7.28 / -7.28

Element x y z (Å)
C -0.2682 2.6541 -0.2699
C -0.1510 1.6718 0.6431
C 0.5582 -1.4948 -0.8871
C 0.5543 -1.8423 0.6139
C 0.1424 0.3245 0.3152
O 0.4424 -0.0791 -0.9048
O 0.3307 -0.5884 1.2486
I -3.0317 -0.1510 -0.2122
H -0.5317 3.6494 0.0293
H -0.1494 2.4513 -1.3190
H -0.3062 1.8530 1.6955
H 1.4791 -1.7699 -1.4051
H -0.3069 -1.9186 -1.4069
H -0.2653 -2.5124 0.8851
H 1.5034 -2.2475 0.9741

Atom charges from the Mulliken analysis, given in e for atoms 1 to 8: atom 1 (C): -0.62, atom 2 (C): -0.22, atom 3 (C): -0.25, atom 4 (C): -0.24, atom 5 (C): 0.61, atom 6 (O): -0.26, atom 7 (O): -0.33, atom 8 (I): -0.65

---

(2)
DFT (ωB97M-V/def2-TZVPD) results for a molecular structure, C5H7N in a non-equilibrium geometry.

Summary:
- Kohn-Sham gap (eV) = 9.96
- E_HOMO (eV) = -8.77

Element x y z (Å)
C -0.9523 -0.0117 -0.8121
C -0.2710 1.0524 0.1097
C -0.3194 -0.8511 0.2315
C 1.2409 -0.6908 -0.0217
C 1.2699 0.7000 -0.0271
H -2.0380 -0.3446 -0.7912
H -0.6143 -0.1061 -1.7969
H -0.6564 2.1347 -0.0776
H -0.1463 0.0985 1.7999
H -0.5156 -1.8938 0.6851
H 1.7631 -1.6967 -0.4104
H 1.9219 1.5226 0.0439
N -0.6826 0.0866 1.0668

Atom charges from the Mulliken analysis, given in e for atoms 1 to 8: atom 1 (C): -0.81, atom 2 (C): 0.00, atom 3 (C): -0.01, atom 4 (C): -0.37, atom 5 (C): -0.62, atom 6 (H): 0.26, atom 7 (H): 0.37, atom 8 (H): 0.35

---

(3)
DFT (ωB97M-V/def2-TZVPD) results for a single C5H7N molecule.

Summary:
- SMILES = Cc1ccc[nH]1
- Kohn-Sham gap (eV) = 9.04
- E_HOMO (eV) = -7.99

Element x y z (Å)
C 1.9291 -0.0246 -0.0899
C 0.4400 0.0660 0.0334
C -0.4005 1.1518 0.0865
C -1.7408 0.6690 0.0831
C -1.6799 -0.7000 0.0339
N -0.3546 -1.0511 0.0047
H 2.3575 -0.8161 0.5367
H 2.2347 -0.2226 -1.1246
H 2.3920 0.9181 0.2117
H -0.0808 2.1856 0.1061
H -2.6438 1.2647 0.1098
H -2.4589 -1.4504 0.0129
H 0.0061 -1.9905 -0.0046

Atom charges from the Mulliken analysis, given in e for atoms 1 to 8: atom 1 (C): -1.12, atom 2 (C): 0.37, atom 3 (C): -0.47, atom 4 (C): -0.49, atom 5 (C): -0.46, atom 6 (N): -0.05, atom 7 (H): 0.32, atom 8 (H): 0.26

---

For reference, energy relative to the best compared isomer or geometry (same formula, charge and spin) by record: 0.000; 5.362; 0.010 eV.